C47H58As2BN3O8S2Tc | the ωB97M-V functional and the def2-TZVPD basis

```
122
C47H58As2BN3O8S2Tc, DFT the ωB97M-V functional and the def2-TZVPD basis
Tc -0.779 0.238 -0.577
S -3.064 0.894 -0.403
C -2.495 1.840 -1.739
N -1.185 1.798 -1.860
C -0.730 2.411 -3.019
C 0.573 2.431 -3.502
C 0.821 3.111 -4.678
C -0.208 3.762 -5.366
C -1.510 3.723 -4.905
C -1.764 3.025 -3.730
S -3.302 2.731 -2.958
H 1.361 1.923 -2.963
H 1.827 3.146 -5.073
H 0.015 4.293 -6.280
H -2.308 4.209 -5.450
C -2.968 -2.180 -5.688
O -1.961 -2.327 -4.655
C -2.062 -1.568 -3.585
O -2.926 -0.754 -3.356
C -0.932 -1.638 -2.585
C 0.373 -1.735 -2.950
As 0.644 -3.450 -3.912
C 2.570 -3.609 -4.215
C 0.555 -4.218 -2.053
C -0.219 -3.871 -1.027
As -1.327 -2.250 -0.718
C -3.130 -2.905 -0.969
C -0.469 -4.663 0.212
O -1.051 -4.118 1.134
O -0.109 -5.921 0.179
C -0.416 -6.700 1.358
C 1.407 -5.455 -2.056
O 1.248 -6.311 -2.884
O 2.394 -5.392 -1.175
C 3.267 -6.543 -1.165
C 1.405 -1.130 -2.073
O 1.151 -0.257 -1.212
O 2.625 -1.464 -2.359
C 3.727 -0.842 -1.653
H -2.435 -1.999 -6.617
H -3.635 -1.357 -5.451
H -3.512 -3.119 -5.741
H 2.886 -2.773 -4.836
H 2.698 -4.534 -4.777
H 3.160 -3.635 -3.305
H -3.161 -3.558 -1.841
H -3.788 -2.049 -1.108
H -3.412 -3.459 -0.076
H -0.128 -7.715 1.111
H -1.480 -6.636 1.574
H 0.158 -6.324 2.202
H 3.929 -6.395 -0.319
H 3.829 -6.587 -2.095
H 2.680 -7.451 -1.051
H 4.558 -0.861 -2.350
H 3.944 -1.444 -0.776
H 3.472 0.172 -1.357
C 1.484 -1.906 1.754
C 2.546 -1.174 2.572
C 2.021 -0.878 3.981
C 3.149 0.025 1.851
C 4.520 0.004 1.611
C 5.170 1.060 0.992
C 4.453 2.177 0.606
C 3.081 2.261 0.833
C 2.358 3.564 0.542
C 2.703 4.604 1.612
C 2.667 4.108 -0.850
C 2.453 1.168 1.437
N 1.082 1.364 1.861
B -0.258 1.258 1.193
N -1.141 1.856 2.255
C -0.410 2.189 3.315
C 0.936 1.914 3.072
C -2.573 2.032 2.370
C -3.120 3.288 2.107
C -4.493 3.420 2.296
C -5.271 2.363 2.744
C -4.683 1.144 3.026
C -3.317 0.952 2.841
C -2.697 -0.393 3.172
C -3.489 -1.547 2.556
C -2.572 -0.574 4.687
C -2.339 4.517 1.664
C -1.321 5.023 2.691
C -1.693 4.378 0.287
H 1.101 -2.763 2.309
H 1.883 -2.269 0.803
H 0.631 -1.254 1.545
H 3.384 -1.864 2.700
H 1.044 -0.394 3.962
H 2.713 -0.254 4.546
H 1.899 -1.814 4.526
H 5.092 -0.856 1.937
H 6.239 1.020 0.837
H 4.970 3.014 0.157
H 1.280 3.387 0.589
H 3.758 4.876 1.561
H 2.509 4.234 2.620
H 2.116 5.510 1.463
H 3.731 4.304 -0.980
H 2.140 5.049 -1.008
H 2.351 3.415 -1.626
H -0.847 2.603 4.210
H 1.775 2.102 3.722
H -4.956 4.377 2.100
H -6.333 2.500 2.889
H -5.291 0.330 3.398
H -1.688 -0.431 2.752
H -4.441 -1.688 3.067
H -2.927 -2.479 2.636
H -3.709 -1.362 1.502
H -3.558 -0.617 5.152
H -2.027 0.251 5.147
H -2.050 -1.501 4.921
H -3.095 5.300 1.575
H -0.386 4.457 2.657
H -1.716 4.990 3.706
H -1.067 6.059 2.468
H -0.979 3.552 0.248
H -1.154 5.293 0.036
H -2.446 4.214 -0.483
```

Results
Frontier orbital gap (spin up / spin down) (eV): 6.1118 / 5.7860
⟨S²⟩: 3.780
HOMO level (spin up / spin down) (eV): -12.73 / -12.89
Spin multiplicity: 4
Net charge: +2
Energy relative to the best compared isomer or geometry (same formula, charge and spin) (kJ/mol): 0.00
E_tot (eV): -216740.060

Atom charges from the Löwdin analysis, given in e for atoms 1 to 6:
1 Tc 1.0486
2 S 0.7390
3 C -1.0553
4 N -0.1552
5 C -0.2846
6 C -0.0267